Entry from the OMol25 dataset: C5H6O in the gas phase (ωB97M-V with the def2-TZVPD basis set).

Results
energy relative to the best compared isomer or geometry (same formula, charge and spin)	27.8	kJ/mol
SMILES	O=C1C=CCC1
orbital gap	10.085	eV
E_HOMO	-9.5124	eV
LUMO	0.57	eV

Cartesian coordinates (Å):
O: -0.03 -0.35 2.49
C: -0.07 -0.29 1.28
C: -1.27 -0.43 0.44
C: -1.00 0.01 -0.79
C: 0.49 0.10 -1.06
C: 1.07 0.18 0.36
H: -2.27 -0.62 0.81
H: -1.79 0.41 -1.40
H: 0.76 0.95 -1.71
H: 0.86 -0.79 -1.58
H: 1.97 -0.40 0.55
H: 1.29 1.23 0.61